# 1
{
  "formula": "C3H4S",
  "method": "ωB97M-V with the def2-TZVPD basis set",
  "fmax_ev_per_a": 4.08,
  "s_squared": 2.008,
  "e_lumo_ev": [0.183, -2.100],
  "homo_energy_ev": [-6.7773, -9.9349],
  "homo_lumo_gap_ha": [0.2558, 0.2879],
  "multiplicity": 3,
  "energy_ha": -514.6390,
  "relative_energy_ev": 2.325,
  "symbols": ["C", "C", "C", "S", "H", "H", "H", "H"],
  "xyz": [[-1.3715, -0.2260, 0.1814], [-0.4872, 0.7151, 0.0108], [1.5413, -0.0812, -0.1587], [3.2209, -0.0688, 0.0983], [-2.4317, 0.0947, 0.3291], [-1.3872, -1.2281, -0.0529], [-0.4507, 1.8480, 0.0587], [1.3662, -1.0537, -0.4667]],
  "atomic_forces_ev_per_a": [[-2.03, 2.59, -0.30], [4.05, 0.26, 0.49], [-1.33, 2.21, 0.30], [-1.30, 0.93, 0.23], [0.82, 0.21, -0.01], [1.04, -2.20, -0.04], [-0.13, -1.92, 0.04], [-1.12, -2.09, -0.71]]
}

=====

# 2
{
  "formula": "C3H4S2",
  "method": "ωB97M-V with the def2-TZVPD basis set",
  "fmax_ev_per_a": 4.01,
  "e_lumo_ev": 0.143,
  "homo_energy_ev": -8.4265,
  "homo_lumo_gap_ha": 0.3149,
  "energy_ha": -912.9639,
  "relative_energy_ev": 2.628,
  "symbols": ["C", "C", "C", "S", "S", "H", "H", "H", "H"],
  "xyz": [[0.6676, 0.7791, 0.4590], [0.9233, -0.2502, -0.2400], [0.7313, -1.3993, -0.8554], [-1.1238, 1.2274, 1.0941], [-2.3693, -0.1865, 0.5810], [1.4554, 1.5153, 0.8801], [0.5729, -2.3072, -0.2047], [0.4797, -1.5547, -1.8592], [-1.3371, 2.1759, 0.1452]],
  "atomic_forces_ev_per_a": [[0.96, 3.33, 2.03], [-1.07, -1.96, -1.26], [-0.50, -0.57, 2.74], [1.21, -0.52, -0.80], [-0.06, -0.21, 0.02], [-1.53, -1.30, -0.71], [0.63, 0.99, -0.68], [0.10, 0.23, -1.45], [0.27, 0.01, 0.10]]
}

=====

# 3
{
  "formula": "C3H4S2",
  "method": "ωB97M-V with the def2-TZVPD basis set",
  "fmax_ev_per_a": 4.09,
  "e_lumo_ev": -2.078,
  "homo_energy_ev": -9.1495,
  "smiles": "CC(=S)C=S",
  "homo_lumo_gap_ha": 0.2599,
  "energy_ha": -913.0039,
  "relative_energy_ev": 1.540,
  "symbols": ["C", "C", "S", "C", "S", "H", "H", "H", "H"],
  "xyz": [[0.4517, -0.6232, 0.0632], [-0.5960, 0.1127, -0.7500], [-1.9788, -0.6447, -1.2322], [-0.5974, 1.4671, -0.9934], [0.6150, 2.3496, -0.4332], [0.0733, -1.5953, 0.0276], [0.4698, -0.2129, 1.0147], [1.3998, -0.2978, -0.1891], [-1.5409, 1.8827, -1.1520]],
  "atomic_forces_ev_per_a": [[-2.31, 1.49, -1.61], [-1.30, -3.87, 0.26], [0.49, -0.23, 0.13], [1.41, 2.38, 1.52], [0.82, 1.14, -0.22], [0.68, -1.89, 0.20], [-0.77, 0.57, 2.34], [2.25, -0.41, -1.44], [-1.28, 0.83, -1.18]]
}